5 unconnected molecules or ions with the total composition C34H58BCl8IN2O6S4 in a non-equilibrium geometry. Source: OMol25; level of theory: ωB97M-V/def2-TZVPD.

**Charge**: 0
**E_HOMO**: -0.3260 hartree
**Energy relative to the best compared isomer or geometry (same formula, charge and spin)**: 0.0 kJ/mol
**SMILES string**: C[C@@H](I)C[C@]1(CCCS)[C@](CCCCN)(B(O)O)[C@@](CCc2ccccc2)(N=C=S)[C@](O)(CCCS)OS1(=O)=O.ClCCCl.ClCCCl.ClCCCl.ClCCCl
**Gap between HOMO and LUMO**: 8.95 eV
**E_LUMO**: 0.0739 eV

CARTESIAN COORDINATES (ANGSTROEM)
C1 7.3042 1.2185 -8.2614
H1 7.7137 0.6389 -9.0866
O1 3.2910 0.5026 0.2754
C2 -4.3823 2.5533 5.1875
C3 4.8213 -0.9138 -4.0737
H2 -10.5698 1.7881 5.2746
H3 5.7567 -0.5449 -4.4798
H4 3.4917 2.4177 -0.5940
H5 5.4653 1.5091 -9.3055
C4 4.0726 0.2285 -3.3631
H6 -1.2785 -0.0369 -1.4389
C5 0.7619 1.5189 4.1610
H7 -1.1882 0.5380 0.1546
H8 0.1876 1.9511 -4.2813
S1 3.8711 -1.6722 -5.4125
O2 3.3205 1.9449 -1.4147
H9 4.3265 6.0381 -4.0237
C6 0.5639 2.1983 -3.2889
H10 -3.3899 2.1135 5.2328
N1 0.9107 1.9676 -0.5139
O3 -0.1817 -1.9437 -2.5122
S2 2.9357 -0.8134 1.0876
H11 -0.3418 -0.2031 3.6627
Cl1 -8.4843 0.7226 5.1518
H12 2.4346 -3.9447 2.2902
H13 -3.9125 -1.0076 -0.4560
C7 1.1269 -0.8078 0.9949
H14 6.5910 2.8661 -9.4478
O4 3.3078 -0.5246 2.4424
C8 -3.6289 -3.0913 -0.7286
C9 6.2031 2.1073 -8.7743
H15 2.7482 6.1825 -2.1112
H16 -3.1624 -5.5584 7.7134
C10 3.5759 5.2795 -3.8773
H17 -10.0924 3.8991 4.1905
S3 -0.8132 2.4228 4.0436
H18 -4.7891 -6.0271 5.8404
H19 0.2916 -3.6183 0.1773
H20 -9.3465 2.6263 6.2404
C11 0.6420 0.1933 3.4227
H21 1.3857 -0.4693 3.8419
S4 -1.3663 3.3103 0.2182
H22 -2.3927 -4.6740 -1.2065
H23 -4.8427 2.2849 4.2382
Cl2 5.3419 2.9562 -7.4573
H24 1.0479 4.4098 -1.7616
H25 5.0870 -1.7036 -3.3798
C12 -1.8578 -1.4550 0.0360
H26 -1.8355 -6.0136 6.6334
H27 1.4881 1.1996 1.7585
Cl3 -3.2228 -6.5648 4.1680
H28 6.9392 0.5359 -7.5007
C13 -3.7469 -5.7698 5.6750
C14 2.5057 3.2078 -4.5948
Cl4 -7.7481 3.9105 4.2072
C15 0.7696 0.4060 1.9126
Cl5 -4.4599 2.2998 7.9089
H29 2.4304 2.4032 -5.3115
C16 0.6372 -3.4981 1.1868
H30 4.1427 4.1406 -5.6337
C17 -5.2498 2.0782 6.3211
H31 -0.0869 0.3091 -2.7936
H32 -3.6695 -4.6962 5.5115
C18 3.5840 -0.2940 -2.0209
H33 -9.4217 2.6087 3.1834
C19 0.5895 -0.5375 -0.4737
C20 -3.1176 -1.6565 -0.8141
O5 1.7059 -2.7652 -1.3563
H34 -0.2871 2.6655 -2.8028
C21 0.6230 -2.0685 1.7619
H35 -3.6042 -4.4880 -2.2452
H36 1.2339 -2.1467 2.6538
C22 2.8444 0.6785 -1.1014
B1 0.7538 -1.7989 -1.5046
Cl6 -3.1183 -7.8684 7.3090
H37 3.3834 -0.5298 -5.8949
C23 -2.8899 -6.1613 6.8494
N2 -2.9360 -3.9739 -1.6916
C24 1.7244 4.3364 -2.5982
H38 4.4673 -0.6035 -1.4720
C25 1.2669 0.7045 -1.1798
Cl7 8.6487 2.1564 -7.5576
H39 2.5675 -4.1390 0.5648
H40 1.5411 0.2769 -3.2949
C26 2.6870 5.3480 -2.7904
C27 3.4773 4.2117 -4.7880
C28 1.9076 -4.2923 1.4090
H41 0.1675 -1.8845 -3.4046
H42 1.0206 1.3697 5.2010
H43 3.2333 0.4707 -3.9945
C29 1.6304 3.2433 -3.4844
H44 -1.3868 -2.4241 0.1343
C30 -0.0927 2.5363 -0.2565
H45 -2.2197 -1.1857 1.0255
C31 -9.5446 2.1525 5.2830
H46 3.0395 -1.2067 -2.2218
H47 1.9620 -3.1533 -2.1985
C32 -0.9423 -0.3225 -0.4517
O6 3.5364 -1.9356 0.4441
I1 -0.9574 -4.5396 2.2960
C33 0.8531 0.8231 -2.6585
H48 -4.6919 -3.1178 -0.9404
H49 -2.8860 -1.4676 -1.8573
H50 -0.1740 0.8178 1.5846
H51 -6.1972 2.6065 6.3442
H52 -0.6393 3.2356 5.0821
H53 1.7039 -5.3509 1.4856
H54 -0.3778 -1.8350 2.0873
H55 -3.4306 -3.4736 0.2692
C34 -9.3410 3.1134 4.1420
H56 4.7503 1.0606 -3.2497
Cl8 -4.1913 4.3294 5.1891
H57 1.5389 2.1344 3.7211
H58 -5.4448 1.0141 6.2079

Here are the Mulliken charges for atoms 1 to 99, given in e: -0.30, 0.31, -0.70, -0.37, -1.01, 0.36, 0.52, 0.54, 0.28, 0.30, 0.96, -1.01, 0.17, 0.80, -0.26, -0.40, 0.43, -2.49, 0.25, -0.49, -0.87, 1.70, 0.53, -0.18, 0.28, 0.37, 2.41, 0.35, -0.83, -0.82, -0.52, 0.43, 0.30, -0.72, 0.31, -0.24, 0.36, 0.28, 0.33, -1.63, 0.61, -0.39, 0.17, 0.28, -0.17, 0.30, 0.41, -0.56, 0.30, 1.02, -0.19, 0.21, -0.42, 0.30, -0.13, -1.26, -0.21, 0.39, -0.52, -0.12, -0.15, 0.76, 0.24, -1.70, 0.31, 1.08, -0.70, -0.69, 0.49, -2.55, 0.24, 1.08, 0.83, 0.51, -0.18, 0.10, -0.42, -0.45, -0.21, 1.06, 1.98, -0.18, 0.19, 0.66, -0.86, -0.30, -1.18, 0.33, 0.53, -0.45, 0.57, -0.77, 0.35, 0.72, -0.53, -0.28, 0.28, -2.19, -0.62

***

6 unconnected molecules or ions with the total composition C34H58ClF6N2O10 in a non-equilibrium geometry. Source: OMol25; level of theory: ωB97M-V/def2-TZVPD.

**Charge**: -1
**E_HOMO**: -0.1751 hartree
**Gap between HOMO and LUMO**: 6.82 eV
**E_LUMO**: 2.0552 eV

CARTESIAN COORDINATES (ANGSTROEM)
H1 5.1296 0.5778 -3.1185
C1 -3.0491 -1.3908 -6.2702
H2 -5.9893 -1.0863 -5.9309
C2 -0.1078 2.1635 -1.7164
H3 5.5315 -4.5556 3.1227
H4 -0.0937 -3.5759 -1.2707
C3 0.5630 -0.1209 -4.0870
H5 -2.6270 -2.1181 -5.5763
H6 -1.7981 -0.4231 -2.9133
H7 0.4606 2.4481 4.3934
F1 -0.9735 3.9733 -0.4079
C4 -3.8073 -0.4274 5.3988
H8 -3.1105 -2.2532 -8.2796
H9 2.9337 1.0440 -3.8160
H10 -0.3931 5.0524 4.2805
C5 -4.8259 -0.9584 -7.7647
H11 3.1013 -0.6712 -3.4027
H12 -4.8013 0.0034 5.5669
H13 -1.0358 3.9564 5.5073
C6 -0.8775 -4.3383 -1.3337
Cl1 -4.4077 0.6204 -2.5928
H14 4.4228 1.6108 -1.9110
H15 2.1709 -0.0694 -1.2478
C7 -2.6052 -3.8471 -2.8240
H16 3.4558 -0.6198 0.4569
C8 0.5750 5.1829 6.2576
H17 2.2113 4.3730 7.4748
N1 1.9470 0.5014 -2.0522
F2 -1.0815 1.9722 0.4793
H18 -1.7740 1.2819 -3.4171
H19 4.2029 -5.7198 3.0721
F3 1.4841 1.7915 0.8196
C9 -3.7764 -2.0252 -7.4487
H20 -3.0360 2.1406 6.0474
H21 -0.8084 -3.5803 -3.9828
C10 -2.9058 0.8448 -1.6435
O1 -3.3049 0.0537 4.1550
C11 0.9069 3.3649 4.7795
C12 -0.6932 -5.2099 -2.5710
H22 -3.0344 -1.1501 -0.9172
C13 -5.1926 -0.4692 -6.3660
F4 0.5898 3.6061 1.6767
C14 0.9680 3.0030 0.5104
H23 -5.6862 -1.3354 -8.3181
C15 -2.9296 -0.1521 -0.4992
H24 -1.1759 -6.1809 -2.4251
F5 2.9580 3.1293 -0.7993
H25 -5.5158 0.5731 -6.3469
C16 3.8033 -2.4195 3.3941
H26 3.0450 -4.4575 1.3616
H27 4.2243 0.9750 0.2368
H28 4.7235 -4.1178 0.9020
C17 4.7770 -0.4573 -1.2756
H29 -1.3040 0.5417 4.1120
H30 1.6235 3.7348 4.0414
C18 1.2919 4.0511 6.9837
H31 4.7358 -1.9066 3.6566
C19 4.3577 -0.0985 0.1664
H32 -3.4522 -4.5448 -2.8130
C20 -0.3175 2.7836 -0.3102
H33 -0.1035 5.7353 6.9062
C21 -0.1249 4.4268 5.1302
H34 2.6886 -4.1138 4.1370
H35 2.9676 -1.7737 3.6649
H36 0.6402 3.5913 7.7363
O2 -4.0200 -0.6071 -5.5755
C22 -2.2607 1.0019 4.3820
C23 3.9907 -4.0237 1.7043
H37 -1.9790 -0.1381 0.0151
C24 0.6585 0.0068 -2.5373
N2 -0.4237 0.7980 -1.8924
O3 3.7841 -2.6399 1.9849
H38 0.3549 -5.3817 -2.8115
H39 -2.9154 1.8705 -1.2930
H40 0.5122 -1.0110 -2.1762
H41 -4.2687 -2.9519 -7.1413
C25 4.3883 0.6047 -2.3188
H42 -1.7623 -4.9864 -4.4892
C26 2.1242 3.8827 -0.0928
H43 4.2674 -1.3749 -1.5626
H44 4.1838 -3.8205 5.0324
O4 -2.1387 -3.6838 -1.4824
C27 3.0492 0.3433 -2.9991
C28 -1.4411 -4.3999 -3.6286
C29 1.7412 5.1426 -0.8848
O5 0.9504 5.9977 -0.2334
H45 -2.9498 -2.8815 -3.1989
H46 -1.3478 1.6586 6.2633
F6 2.8171 4.3645 1.0070
C30 -2.8222 0.0323 6.4665
C31 -2.3125 1.3410 5.8678
C32 3.7292 -3.7962 4.0429
H47 -2.0010 -0.6819 6.5573
O6 1.6085 3.0735 5.9947
O7 0.2924 2.9356 -2.5278
H48 5.1402 -0.3844 0.8627
H49 -3.2845 0.1459 7.4463
H50 -4.3753 -0.1487 -8.3428
C33 4.4500 -4.6609 3.0102
H51 -2.4185 1.8675 3.7376
H52 -0.8821 -4.9117 -0.4041
H53 -3.9063 -1.5123 5.3472
C34 -1.7143 0.6015 -2.5681
H54 1.2998 5.8869 5.8430
H55 -3.7327 0.0458 0.2014
H56 5.8513 -0.6011 -1.3205
O8 0.4703 -1.3099 -4.4718
H57 0.9947 5.8380 0.7183
O9 0.5989 0.9193 -4.7506
H58 -2.2371 -0.7396 -6.6058
O10 2.1657 5.3482 -1.9549

Here are the Mulliken charges for atoms 1 to 99, given in e: 0.47, 0.15, 0.30, -0.81, 0.27, 0.04, 0.30, -0.31, 0.33, 0.09, -0.33, -0.54, 0.36, 0.41, 0.33, -0.60, 0.39, 0.28, 0.02, -0.13, -0.22, 0.11, -0.18, -0.20, 0.16, -0.56, 0.30, 0.92, -0.25, 0.41, 0.34, -0.25, -0.59, 0.27, 0.03, 0.63, -0.43, -0.08, -0.75, 0.23, -0.50, -0.16, 0.20, 0.34, -1.18, 0.30, -0.14, 0.27, -0.51, 0.26, 0.19, 0.27, -0.69, 0.16, 0.21, -0.55, 0.30, -0.67, 0.37, 1.00, 0.35, -0.21, 0.27, 0.29, 0.28, -0.24, -0.18, -0.44, 0.18, -0.05, 1.22, -0.26, 0.35, 0.29, 0.11, 0.28, -0.68, 0.42, 0.55, 0.26, 0.33, -0.41, -1.01, -0.22, 0.24, -0.53, -0.04, 0.12, -0.32, -0.65, -0.20, -0.56, 0.29, -0.45, -0.55, 0.29, 0.36, 0.27, -0.57